Density functional theory data (ωB97M-V/def2-TZVPD) for an isolated molecule of C2H3NO2S.

Geometry as ORCA input:
```
! RIJCOSX wB97M-V def2-TZVPD def2/J DEFGRID3
* xyz 0 1
S 2.7463 -0.0361 -0.0706
C 1.1208 -0.0908 0.0283
N 0.3190 1.0380 0.2596
O -0.9869 0.7904 -0.2463
C -1.0985 -0.6164 0.0172
O 0.2861 -1.1001 -0.0041
H 0.7883 1.9297 -0.1096
H -1.6223 -0.9599 -0.9066
H -1.5527 -0.9549 1.0320
*
```

Results
* SMILES: S=C1NOCO1
* LUMO: 0.7 eV

Density functional theory data (ωB97M-V/def2-TZVPD) for a structure of composition C2H3NO2S.

Geometry as ORCA input:
```
! RIJCOSX wB97M-V def2-TZVPD def2/J DEFGRID3
* xyz 0 1
C -0.2481 -0.3005 0.5440
C -0.6554 1.1440 0.6840
H 0.8714 -2.2843 -1.4163
H -0.9769 -0.8395 1.1900
H 1.7379 1.2947 -0.6710
N 0.4327 -0.7079 -0.4313
O 0.0888 -2.0920 -0.7456
O -1.4728 1.6262 1.4026
S 0.2223 2.1593 -0.5565
*
```

Results
* LUMO: -0.7 eV

Density functional theory data (ωB97M-V/def2-TZVPD) for an isolated molecule of C2H3NO2S.

Geometry as ORCA input:
```
! RIJCOSX wB97M-V def2-TZVPD def2/J DEFGRID3
* xyz 0 3
C 1.4855 -0.7508 0.4470
C 0.0446 -0.2072 0.1458
N 0.3052 1.1174 -0.0553
O 3.2212 1.1981 -0.4608
O 2.2194 -1.1715 -0.5711
S 3.2013 -0.0793 0.2324
H -0.3521 -1.0602 -0.5768
H -0.5639 -0.3432 1.1048
H 0.8546 1.3227 -0.8353
*
```

Results
* LUMO (spin up / spin down): 0.2 / -1.6 eV

Density functional theory data (ωB97M-V/def2-TZVPD) for an isolated molecule of C2H3NO2S2.

Geometry as ORCA input:
```
! RIJCOSX wB97M-V def2-TZVPD def2/J DEFGRID3
* xyz 0 1
N -0.0921 1.2867 1.3759
S 0.4711 0.0853 0.4483
O 0.4847 -1.0927 1.2675
O 1.6506 0.6298 -0.0958
C -0.9072 -0.0151 -0.7320
C -0.5015 -1.4800 -1.3476
S 0.0691 -0.3842 -2.4409
H 0.4786 2.0539 1.3569
H -1.0088 1.4376 1.6432
H -0.6444 -2.5212 -1.4756
*
```

Results
* SMILES: NS(=O)(=O)C1=CS1
* LUMO (spin up / spin down): -1.6 / -1.6 eV

Density functional theory data (ωB97M-V/def2-TZVPD) for an isolated molecule of C2H3NO2S2.

Geometry as ORCA input:
```
! RIJCOSX wB97M-V def2-TZVPD def2/J DEFGRID3
* xyz 0 1
C -0.5986 -0.2571 0.6225
C 0.4228 -0.0510 -0.1953
N 1.5873 1.0022 0.2609
O 1.4021 1.6127 1.2709
O 2.4336 1.2404 -0.5636
S -2.0043 -1.1116 -0.0782
S 0.6184 -0.5220 -1.8405
H -0.8153 0.2268 1.5782
H -2.5620 -1.0291 1.0391
H -0.4841 -1.1114 -2.0940
*
```

Results
* LUMO: -0.2 eV

Density functional theory data (ωB97M-V/def2-TZVPD) for a cluster of 2 separate species, C2H3NO3 in total.

Geometry as ORCA input:
```
! RIJCOSX wB97M-V def2-TZVPD def2/J DEFGRID3
* xyz 0 1
O -2.0562 -0.9254 1.8730
C -1.3815 -1.3858 1.0694
O -0.7142 -1.8066 0.2218
C 1.0974 -0.0269 -0.8589
N 0.9011 1.0518 -0.2066
O -0.3161 1.6773 -0.0282
H 0.3586 -0.6610 -1.4111
H 2.1126 -0.4042 -0.9087
H -0.0017 2.4808 0.2492
*
```

Results
* SMILES: O=C=O.C=NO
* LUMO: 0.7 eV

Density functional theory data (ωB97M-V/def2-TZVPD) for an isolated molecule of C2H3NO3.

Geometry as ORCA input:
```
! RIJCOSX wB97M-V def2-TZVPD def2/J DEFGRID3
* xyz 0 1
O -0.0909 1.6802 -0.2886
C 0.8018 0.9008 -0.2594
C 0.5884 -0.6062 0.0572
O -0.6792 -0.8607 -0.4504
N -1.6255 -0.2611 0.4083
O -2.7531 -0.4112 0.0671
H 1.7908 1.3632 -0.3326
H 1.3334 -1.3036 -0.3335
H 0.6343 -0.5014 1.1318
*
```

Results
* SMILES: O=CCON=O
* LUMO: 0.2 eV

Density functional theory data (ωB97M-V/def2-TZVPD) for an isolated molecule of C2H3NO3.

Geometry as ORCA input:
```
! RIJCOSX wB97M-V def2-TZVPD def2/J DEFGRID3
* xyz 0 1
C -0.6784 0.2452 -0.9747
N -0.6788 -0.0067 0.3828
O 0.3334 0.8129 1.0519
C 1.1100 -0.1878 1.2650
O 2.0655 -0.4845 1.8137
O -0.0347 -1.2436 0.6820
H -1.6648 -0.1979 -1.4211
H -0.6049 1.2550 -1.1331
H 0.1527 -0.1927 -1.6665
*
```

Results
* SMILES: Cn1oc(=O)o1
* LUMO: 0.8 eV

Density functional theory data (ωB97M-V/def2-TZVPD) for a cluster of 2 separate species, C2H3NO3 in total.

Geometry as ORCA input:
```
! RIJCOSX wB97M-V def2-TZVPD def2/J DEFGRID3
* xyz 0 1
C 0.9706 -0.2976 -0.8793
C 0.5409 0.0097 0.4492
N -1.5415 0.2238 0.6850
O -2.0534 0.4797 -0.3558
O -2.0265 -0.1405 1.7029
O 1.0610 1.0100 -0.3124
H 1.9025 -0.6378 -1.0743
H 0.2019 -0.3465 -1.5453
H 0.9444 -0.3008 1.3300
*
```

Results
* LUMO (spin up / spin down): -0.1 / -0.1 eV

Density functional theory data (ωB97M-V/def2-TZVPD) for an isolated molecule of C2H3NO3.

Geometry as ORCA input:
```
! RIJCOSX wB97M-V def2-TZVPD def2/J DEFGRID3
* xyz 0 1
O 0.4522 -1.8798 0.3467
N 0.5894 -1.0496 -0.6031
O 0.9426 -1.3146 -1.7440
C 0.1924 0.3233 -0.3432
C -0.6520 0.6626 0.7761
O 0.6250 1.1264 0.6384
H 0.0171 0.8154 -1.3504
H -1.3710 1.3684 0.7315
H -0.7956 -0.0521 1.5480
*
```

Results
* SMILES: O=[N+]([O-])[C@H]1CO1
* LUMO: -0.5 eV

Density functional theory data (ωB97M-V/def2-TZVPD) for a structure of composition C2H3NO3.

Geometry as ORCA input:
```
! RIJCOSX wB97M-V def2-TZVPD def2/J DEFGRID3
* xyz 0 1
C -0.8273 -0.1795 -0.2749
C -0.4612 0.6342 0.8553
N 0.1556 -0.3902 -1.1243
O 0.4001 1.4576 0.7744
O 1.7218 -0.5064 -0.4385
O 1.6443 -0.1028 0.7485
H -1.7857 -0.5633 -0.2215
H -1.0122 0.4472 1.7169
H 0.1646 -0.7968 -2.0360
*
```

Results
* LUMO (spin up / spin down): -0.8 / -0.6 eV

Density functional theory data (ωB97M-V/def2-TZVPD) for the ion C2H3NO3P with charge -1.

Geometry as ORCA input:
```
! RIJCOSX wB97M-V def2-TZVPD def2/J DEFGRID3
* xyz -1 1
O 0.8530 -2.0207 2.6632
P 1.3616 -0.9317 1.9331
O -0.1094 -0.2046 1.3523
C -0.1711 0.6308 0.2208
C -0.4170 -0.2417 -0.9510
N -0.3851 0.1026 -2.1843
O -0.1512 1.2591 -2.6014
H 0.6689 1.3066 -0.0467
H -0.9805 1.3113 0.5033
H -0.6692 -1.2117 -0.8892
*
```

Results
* SMILES: O=POC/C=N\[O-]
* LUMO: 2.9 eV

Density functional theory data (ωB97M-V/def2-TZVPD) for a cluster of 2 separate species, C2H3NO3S in total.

Geometry as ORCA input:
```
! RIJCOSX wB97M-V def2-TZVPD def2/J DEFGRID3
* xyz 0 1
C 1.0556 -0.0064 -0.0766
C 0.1342 -1.0496 -0.2563
H -1.8840 2.4206 0.3523
H 0.7038 1.8787 -0.0307
H -1.2572 -2.1410 0.8420
N 0.1715 1.0706 0.3452
O -0.9081 1.0965 -0.7040
O -0.4322 -1.4776 1.0308
O -0.2115 -1.5853 -1.3352
S 2.6278 -0.2066 -0.1675
*
```

Results
* LUMO: -3.2 eV

Density functional theory data (ωB97M-V/def2-TZVPD) for a structure of composition C2H3NO3S3.

Geometry as ORCA input:
```
! RIJCOSX wB97M-V def2-TZVPD def2/J DEFGRID3
* xyz 0 1
C 1.6963 -1.5047 -0.8290
C -1.6730 -0.3272 0.2014
N 0.4917 1.1971 -0.8287
O -0.8103 2.1070 1.0167
O 0.4669 0.0631 1.5153
O 0.9780 -0.9209 -1.5140
S 2.7706 -2.1728 0.0684
S 1.6797 2.1605 -0.7253
S -0.3481 0.8348 0.5934
H -1.7510 -0.1835 -0.8803
H -0.9786 -1.1615 0.6135
H -2.5221 -0.0918 0.7687
*
```

Results
* LUMO (spin up / spin down): -2.0 / -2.0 eV

Density functional theory data (ωB97M-V/def2-TZVPD) for an isolated molecule of C2H3NO4.

Geometry as ORCA input:
```
! RIJCOSX wB97M-V def2-TZVPD def2/J DEFGRID3
* xyz 0 1
O -1.8323 -0.8742 -0.9196
C -0.9861 -0.5189 -0.1622
O -1.2306 0.3062 0.8986
C 0.5632 -0.9100 -0.0496
O 1.2281 -1.9846 0.0920
N 1.2423 0.2405 0.0787
O 0.7361 1.2804 -0.6730
H -2.2041 0.2046 1.0158
H 2.2149 0.2837 -0.2707
H 0.2686 1.9723 -0.0100
*
```

Results
* SMILES: O=C(O)C(=O)NO
* LUMO: 0.4 eV

Density functional theory data (ωB97M-V/def2-TZVPD) for a structure of composition C2H3NOS.

Geometry as ORCA input:
```
! RIJCOSX wB97M-V def2-TZVPD def2/J DEFGRID3
* xyz 0 1
C -0.4662 -1.0451 -1.4637
C 0.4421 -0.0674 0.6084
N 0.1992 -0.7936 -0.3363
O 0.5201 2.0910 2.3219
S -0.1324 2.2482 1.0260
H -1.3853 -1.5500 -1.3119
H -0.1452 -0.7141 -2.4291
H 0.9677 -0.1690 1.5847
*
```

Results
* LUMO (spin up / spin down): -0.9 / -0.7 eV

Density functional theory data (ωB97M-V/def2-TZVPD) for an isolated molecule of C2H3NOS.

Geometry as ORCA input:
```
! RIJCOSX wB97M-V def2-TZVPD def2/J DEFGRID3
* xyz 0 1
C -0.2541 0.1155 -1.6577
C -0.0112 0.5267 0.7683
N -0.2463 0.8964 -0.7381
O -0.2554 -0.7903 0.9191
S 0.5927 -1.9348 0.0165
H -0.0997 -1.0243 -1.5888
H 0.9860 1.0963 0.9264
H -0.7120 1.1146 1.3544
*
```

Results
* LUMO (spin up / spin down): -1.2 / -1.2 eV

Density functional theory data (ωB97M-V/def2-TZVPD) for a cluster of 2 separate species, C2H3NOS in total.

Geometry as ORCA input:
```
! RIJCOSX wB97M-V def2-TZVPD def2/J DEFGRID3
* xyz 0 1
N 1.3952 -0.9828 -1.0463
C 1.3855 -1.0577 0.0956
S 1.4536 -1.3575 1.5944
H 1.7408 -0.5206 -1.9481
C -1.4323 0.9527 0.3130
O -1.0606 1.8778 -0.3475
H -1.6577 1.1392 1.4158
H -1.8245 -0.0511 -0.0768
*
```

Results
* SMILES: N=C=S.C=O
* LUMO: 0.8 eV

Density functional theory data (ωB97M-V/def2-TZVPD) for an isolated molecule of C2H3NOS2.

Geometry as ORCA input:
```
! RIJCOSX wB97M-V def2-TZVPD def2/J DEFGRID3
* xyz 0 1
N 2.0529 0.8463 -0.0496
C 1.1746 -0.2275 0.0429
O 1.5938 -1.3634 -0.0473
C -0.2639 0.1553 0.0859
S -1.0158 1.6339 -0.0268
S -1.1797 -1.3882 0.0100
H 1.9060 1.7515 0.3325
H 3.0640 0.6262 -0.0004
H -2.4267 -0.8928 -0.1110
*
```

Results
* SMILES: NC(=O)C(=S)S
* LUMO: -1.5 eV

Density functional theory data (ωB97M-V/def2-TZVPD) for a structure of composition C2H3NOS2.

Geometry as ORCA input:
```
! RIJCOSX wB97M-V def2-TZVPD def2/J DEFGRID3
* xyz 0 1
C -0.5503 -1.0585 1.1351
C 0.7668 1.0555 -1.0756
H -1.5109 -1.6736 1.4945
H -0.8856 -0.5541 -0.7700
H 1.8826 1.5762 -0.9288
N -0.8405 0.1873 0.3195
O 0.4775 0.6377 0.2153
S 0.7658 -1.2256 2.0325
S -0.1053 1.0551 -2.4224
*
```

Results
* LUMO: -0.4 eV

For each record above, in turn, the calculated energy above the lowest of the compared OMol25 structures with the same formula, charge and spin values are 296.5 443.1 267.8 513.0 403.9 256.0 464.3 519.7 692.0 561.7 864.1 477.2 782.0 0.0 291.4 464.7 388.4 144.8 43.4 501.1 kJ/mol.